{"formula": "C42H56BaClN6O2S2", "method": "ωB97M-V/def2-TZVPD", "species": ["H", "H", "H", "C", "H", "H", "H", "C", "H", "C", "H", "C", "H", "H", "C", "C", "H", "C", "C", "O", "H", "H", "C", "C", "H", "H", "H", "C", "C", "S", "H", "Ba", "S", "C", "C", "H", "H", "H", "C", "Cl", "C", "C", "H", "C", "H", "O", "C", "H", "H", "H", "C", "C", "H", "H", "H", "H", "C", "C", "H", "C", "H", "C", "C", "C", "H", "C", "C", "C", "H", "H", "H", "C", "N", "N", "H", "H", "H", "H", "C", "C", "C", "C", "H", "H", "C", "H", "C", "H", "C", "H", "H", "N", "H", "H", "H", "H", "C", "H", "C", "N", "H", "N", "H", "C", "C", "H", "H", "N", "H", "H"], "coordinates": [[-2.98819, -1.98998, 3.54946], [-2.30686, -0.72141, -3.76767], [-2.79200, -0.25012, 3.34341], [-2.28286, 3.49220, 1.89110], [2.05594, -3.42181, 1.29480], [1.92491, -0.80739, -4.61195], [1.37992, -0.56937, 5.71410], [-4.80768, -3.00951, -1.34469], [-0.15997, 2.98944, -2.19847], [-4.33735, -2.78305, -3.67956], [-4.58367, -2.35299, -4.64398], [3.33931, 2.58814, -1.70684], [-1.56501, 6.12620, 1.80170], [2.83159, 1.62511, -1.68442], [2.29493, 2.27331, 5.66033], [-0.60951, -1.83872, 1.98527], [-2.34494, -1.01289, 4.87195], [-2.33368, -3.87915, -4.74388], [1.33919, -1.24923, 3.06181], [1.29145, 4.33592, 1.70238], [-1.58675, -4.62798, -4.48342], [2.70066, -2.68108, 3.90645], [-2.98693, -4.21225, -2.32448], [3.51650, 2.31649, 4.80718], [-2.09147, 0.70266, 0.22335], [-0.15088, 0.31792, 5.60632], [-0.13387, -4.33046, -3.17011], [-0.80209, 5.49157, 2.25716], [5.78025, 2.39084, 3.92629], [5.10847, 2.24712, 5.49346], [-0.26552, 4.49367, 0.42368], [1.34083, 1.35500, 1.66623], [5.86411, 3.34663, -0.71822], [-1.45890, 4.25736, 2.89173], [-3.49846, 4.00217, 1.44206], [3.46319, -1.61214, 2.72571], [2.09589, -3.86835, -5.13805], [-3.86358, 4.94453, 1.83025], [-0.24330, 1.91568, -2.15624], [-5.74224, -2.57090, 0.04806], [0.77566, -1.78724, 1.83702], [-2.34062, -1.14430, 3.78963], [2.21884, 3.18053, 6.26138], [-1.65671, -2.62546, -5.33556], [-5.96101, -1.79321, -2.68142], [-0.32486, -0.66239, -5.35972], [-1.63505, -2.23016, 0.95716], [-2.16276, -4.90733, -2.21200], [0.42832, -4.22846, -5.56110], [3.87845, 2.68547, -2.64659], [0.52449, -3.48993, -2.95673], [-1.39907, -1.14347, -3.34333], [7.02202, 3.51641, 1.43123], [2.78314, -2.14888, -3.84616], [1.40656, 2.18440, 5.03769], [-0.05033, -0.98138, -6.22627], [4.98122, 2.70230, 1.56055], [-5.11780, -2.46346, -2.58149], [1.24854, -2.82305, -6.26938], [6.09744, 3.21028, 0.97028], [3.08753, -1.01781, 4.34341], [0.23690, -1.04325, 3.95308], [-3.76118, -3.90628, -1.21456], [0.68707, -2.55806, -4.16429], [-1.67539, -1.89469, -2.61222], [-3.23853, -3.63102, -3.56266], [-0.94290, -1.35546, 3.28043], [4.25888, 2.72502, -0.54169], [-0.30630, 6.08261, 3.03315], [-1.15374, -2.93939, -6.25247], [-0.14367, -1.38504, 6.03532], [-0.63403, -1.77907, -4.52923], [3.95241, 2.43312, 0.68758], [-0.75825, -0.04638, -2.64121], [1.75389, 4.84937, 2.37320], [-2.43230, -1.92029, -5.64393], [2.32922, 1.42631, 6.34412], [-4.27666, 1.47935, -0.66504], [1.60887, -2.53760, 0.82857], [4.79420, 2.49530, 2.99567], [0.33859, -0.63931, 5.39897], [1.12828, -3.41695, -5.35976], [-1.18788, -2.74452, 0.10238], [0.99775, -2.90142, 0.00066], [-4.23209, 3.28726, 0.51207], [2.43180, -1.94687, 0.40898], [2.72353, -1.65156, 3.53000], [0.13510, -2.96960, -2.08210], [-2.51567, 1.64631, 0.54622], [-2.93203, -4.31148, -5.55025], [-2.09086, 4.57273, 3.72312], [-0.86574, 1.22074, -3.07493], [-2.18311, -1.35874, 0.58059], [-2.37914, -2.90213, 1.39159], [6.84697, 2.37909, 3.77341], [1.50031, -3.89873, -2.68886], [-0.08885, -0.07101, -1.48398], [-3.54886, -4.35468, -0.25361], [1.84698, -1.58823, -3.85902], [0.25455, 1.15981, -1.13986], [0.59261, 6.01921, 0.70063], [3.51809, 2.43963, 3.51399], [-5.18434, 3.66157, 0.16002], [-3.73244, 2.07716, 0.05267], [0.20937, 5.11676, 1.18382], [1.73867, -1.11334, -2.88627], [-0.68895, 3.59337, 3.28769], [-1.79865, 2.33193, 1.43998], [2.57650, 3.36844, -1.66219], [0.09561, -0.95601, -0.89073]], "forces_ev_per_angstrom": [[0.0, 0.0, 0.0], [-0.1, 0.0, 0.1], [-0.1, 0.0, 0.1], [-0.1, 0.0, 0.0], [0.1, 0.0, -0.1], [0.0, 0.0, 0.0], [0.0, 0.0, 0.0], [0.1, -0.1, -0.1], [0.0, 0.0, 0.0], [0.0, 0.0, 0.0], [0.0, 0.0, 0.0], [0.0, 0.0, 0.0], [0.0, 0.1, 0.0], [0.0, 0.0, 0.0], [0.1, 0.0, 0.1], [-0.4, 0.6, -0.1], [-0.1, 0.0, 0.0], [0.1, 0.1, -0.1], [-0.2, -0.8, -0.2], [-0.1, -0.3, 0.0], [-0.1, 0.0, 0.0], [0.2, 0.0, 0.0], [0.0, 0.0, 0.0], [0.5, 0.0, 0.3], [0.0, 0.0, 0.0], [0.0, 0.0, 0.1], [0.0, 0.0, 0.1], [0.1, -0.2, 0.0], [0.0, 0.0, 0.0], [-0.3, 0.0, -0.3], [0.0, 0.0, 0.0], [-0.6, -0.2, 0.1], [-0.3, -0.2, 0.2], [0.0, 0.1, -0.2], [0.0, 0.0, 0.0], [0.0, 0.0, 0.0], [0.0, 0.0, 0.0], [0.0, 0.0, 0.0], [0.0, -0.1, 0.1], [0.0, 0.0, 0.0], [0.9, 0.3, 0.5], [0.2, 0.0, -0.1], [0.0, 0.0, 0.0], [-0.1, -0.1, 0.2], [0.0, 0.0, 0.0], [0.0, 0.0, 0.0], [0.2, 0.0, 0.2], [0.0, 0.0, 0.0], [0.0, 0.0, 0.0], [0.0, 0.0, 0.0], [-0.1, 0.0, -0.1], [0.0, -0.2, -0.4], [0.0, 0.0, 0.0], [0.0, 0.0, 0.0], [0.0, 0.0, 0.0], [0.0, 0.0, 0.0], [0.2, 0.2, -0.2], [0.0, 0.1, 0.0], [0.0, 0.0, 0.0], [0.0, 0.0, -0.1], [0.1, 0.0, 0.0], [0.5, 0.5, -0.3], [0.0, 0.0, 0.1], [0.1, 0.1, 0.0], [0.0, 0.0, 0.1], [0.0, 0.0, 0.0], [-0.2, 0.2, -0.3], [0.6, 0.2, -0.1], [0.0, 0.0, 0.0], [0.0, 0.1, 0.0], [0.0, 0.0, 0.1], [0.0, -0.1, 0.1], [-0.5, -0.3, 0.1], [0.3, -0.1, 0.2], [0.1, 0.0, 0.0], [0.0, 0.0, 0.0], [-0.1, 0.0, 0.0], [0.0, 0.0, 0.0], [-0.2, 0.1, 0.1], [0.2, -0.1, 0.3], [-0.1, -0.1, -0.1], [0.0, 0.0, 0.1], [0.0, 0.0, 0.0], [0.1, 0.0, -0.1], [0.0, 0.0, 0.0], [0.0, 0.0, -0.1], [-0.2, 0.3, 0.0], [0.0, 0.0, 0.1], [0.0, -0.1, 0.0], [0.0, 0.0, 0.0], [0.0, 0.0, 0.0], [-0.1, 0.2, -0.1], [-0.1, -0.1, -0.1], [0.0, 0.0, -0.1], [0.0, 0.0, 0.0], [0.0, 0.0, 0.0], [-0.2, 0.1, 0.0], [0.0, 0.0, 0.0], [-0.2, 0.0, -0.1], [0.4, 0.0, 0.4], [0.0, -0.1, 0.0], [-0.5, -0.1, -0.3], [0.0, 0.0, 0.0], [0.0, 0.0, 0.0], [-0.2, 0.2, 0.1], [0.0, 0.1, 0.1], [0.0, 0.0, 0.1], [0.5, 0.0, 0.0], [0.0, 0.0, 0.0], [0.0, 0.0, -0.1]], "lowdin_charge": [0.073, 0.138, 0.069, -0.300, 0.087, 0.087, 0.052, -0.672, 0.111, -0.043, 0.123, -0.071, 0.120, 0.061, -0.065, -0.243, 0.069, -0.121, -0.438, -0.198, 0.095, 0.089, -0.042, -0.630, 0.077, 0.068, 0.066, -0.161, -0.330, 1.102, 0.112, 1.705, 1.105, -0.136, -0.012, 0.065, 0.092, 0.121, -0.214, 0.672, -0.363, -0.038, 0.091, -0.108, 0.108, -0.011, -0.051, 0.114, 0.082, 0.081, -0.027, -0.032, 0.083, 0.089, 0.063, 0.103, -0.342, -0.095, 0.093, -0.331, 0.054, -0.284, -0.107, -0.484, 0.117, -0.245, -0.242, -0.632, 0.120, 0.113, 0.085, -0.415, -0.020, -0.075, 0.094, 0.122, 0.079, 0.111, -0.064, -0.342, -0.058, -0.042, 0.054, 0.040, -0.041, 0.069, -0.075, 0.051, -0.143, 0.129, 0.125, 0.147, 0.059, 0.074, 0.084, 0.099, -0.179, 0.105, -0.032, -0.024, 0.126, -0.001, 0.115, -0.039, -0.242, 0.061, 0.091, 0.075, 0.085, 0.109], "fmax_ev_per_a": 1.07, "total_charge": 1, "e_above_lowest_kcal_mol": 30.3, "gap_ev": 6.4}